No. 1
This record from the OMol25 dataset describes a 10-piece molecular cluster, C16H49O18 overall. The level of theory is the ωB97M-V functional and the def2-TZVPD basis.

**HOMO-LUMO gap**: 5.6 eV
**Charge**: -1
**Largest force on an atom**: 6.55 eV/Å
**Relative energy (zero: lowest compared OMol25 entry of this formula, charge and spin)**: 1.854 eV

Each line ends with the Mulliken charge.
Element x y z (Å)
O1 0.518 0.296 -0.830  -0.46
C1 0.237 -0.240 0.361  0.62
O2 -0.261 0.439 1.235  -0.75
O3 0.345 -1.406 0.539  -0.71
H1 0.143 1.143 -0.578  0.29
C2 -5.397 -0.179 -1.772  -0.47
O4 -6.575 -0.556 -1.067  -0.51
H2 -5.730 0.253 -2.716  0.19
H3 -4.845 0.589 -1.230  0.26
H4 -4.788 -1.052 -2.005  0.22
H5 -6.366 -0.406 -0.142  0.32
C3 -2.458 1.991 -8.955  -0.46
O5 -2.196 2.006 -7.603  -0.48
H6 -3.496 1.710 -9.134  0.22
H7 -2.453 3.073 -9.087  0.18
H8 -1.753 1.376 -9.514  0.24
H9 -1.980 1.116 -7.313  0.29
C4 5.324 4.697 -4.569  -0.45
O6 4.171 5.111 -5.336  -0.51
H10 6.086 4.335 -5.260  0.20
H11 5.794 5.406 -3.888  0.21
H12 4.895 3.901 -3.960  0.23
H13 3.382 4.796 -4.889  0.32
C5 -5.764 2.625 4.442  -0.43
C6 -5.596 3.954 3.596  -0.23
O7 -5.598 5.131 4.375  -0.54
O8 -5.351 1.507 3.748  -0.50
H14 -6.811 2.529 4.730  0.26
H15 -5.216 2.677 5.382  0.29
H16 -6.297 3.983 2.762  0.25
H17 -4.643 3.866 3.074  0.26
H18 -5.196 5.946 4.066  0.30
H19 -4.402 1.652 3.721  0.33
C7 1.280 2.592 7.416  -0.31
C8 2.500 1.674 7.658  -0.37
O9 2.969 1.084 6.459  -0.53
O10 1.727 3.456 6.398  -0.53
H20 0.926 3.164 8.274  0.29
H21 0.452 2.004 7.020  0.25
H22 2.339 0.950 8.457  0.32
H23 3.267 2.248 8.176  0.24
H24 2.638 0.194 6.312  0.31
H25 2.032 2.955 5.639  0.33
C9 2.835 -8.123 -1.890  -0.42
C10 1.359 -8.676 -1.886  -0.28
O11 1.055 -9.554 -0.729  -0.51
O12 3.212 -7.357 -0.723  -0.48
H26 3.058 -7.449 -2.717  0.30
H27 3.517 -8.967 -1.797  0.26
H28 1.060 -9.147 -2.822  0.25
H29 0.765 -7.802 -1.617  0.27
H30 0.166 -9.331 -0.444  0.31
H31 2.571 -6.642 -0.736  0.30
C11 4.617 -2.970 -6.963  -0.29
C12 3.418 -2.290 -6.301  -0.42
O13 2.542 -3.129 -5.673  -0.56
O14 4.308 -4.239 -7.546  -0.50
H32 5.258 -3.178 -6.106  0.22
H33 5.134 -2.287 -7.638  0.28
H34 2.841 -1.740 -7.045  0.22
H35 3.662 -1.653 -5.451  0.38
H36 2.288 -2.689 -4.859  0.35
H37 3.443 -4.352 -7.143  0.33
C13 0.245 -5.648 7.439  -0.34
C14 1.470 -5.771 8.382  -0.39
O15 2.080 -7.059 8.560  -0.50
O16 0.556 -6.106 6.073  -0.52
H38 -0.112 -4.619 7.460  0.32
H39 -0.538 -6.241 7.911  0.24
H40 1.207 -5.319 9.338  0.24
H41 2.313 -5.238 7.942  0.30
H42 3.014 -6.842 8.583  0.33
H43 0.373 -5.432 5.414  0.31
C15 -1.853 7.500 -2.705  -0.25
C16 -1.457 8.570 -1.789  -0.51
O17 -1.567 8.149 -0.382  -0.52
O18 -0.971 6.429 -2.630  -0.50
H44 -1.938 7.964 -3.687  0.31
H45 -2.812 7.118 -2.353  0.27
H46 -2.205 9.363 -1.802  0.29
H47 -0.494 9.043 -1.980  0.30
H48 -1.081 7.322 -0.359  0.32
H49 -1.194 5.802 -3.322  0.29

No. 2
This record from the OMol25 dataset describes a 2-piece molecular cluster, C2H7ClN2O2P overall. The level of theory is the ωB97M-V functional and the def2-TZVPD basis.

**HOMO-LUMO gap**: 8.4 eV
**Charge**: -1
**Largest force on an atom**: 3.74 eV/Å
**Relative energy (zero: lowest compared OMol25 entry of this formula, charge and spin)**: 0.125 eV

Each line ends with the Mulliken charge.
Element x y z (Å)
C1 -2.255 -0.149 0.236  -0.67
C2 -1.128 -0.537 2.184  -0.10
N1 0.763 1.083 -0.236  -0.68
N2 -2.103 0.090 1.661  -0.47
O1 1.441 -1.357 -1.069  -0.63
O2 3.279 0.524 -0.766  -0.48
P1 1.695 0.070 -1.053  0.82
Cl1 1.642 0.469 -3.191  -0.44
H1 -1.498 0.326 -0.267  0.22
H2 -2.171 -1.214 -0.266  0.22
H3 -3.111 0.212 -0.320  0.35
H4 -0.765 -0.221 3.232  0.21
H5 -0.503 -1.384 1.812  0.23
H6 3.906 0.113 -1.357  0.28
H7 0.808 1.975 -0.598  0.13

No. 3
This record from the OMol25 dataset describes C20H31MoO2 as an isolated structure. The level of theory is the ωB97M-V functional and the def2-TZVPD basis.

**HOMO-LUMO gap (alpha / beta)**: 6.5 / 8.4 eV
**Charge**: +1
**Largest force on an atom**: 3.17 eV/Å
**Multiplicity**: 3

Each line ends with the Mulliken charge.
Element x y z (Å)
O1 0.642 0.826 -0.954  -0.13
C1 2.107 0.986 -0.858  -0.15
C2 2.186 2.005 -1.961  -0.82
H1 2.623 0.057 -1.095  -0.15
H2 2.438 1.346 0.118  0.30
C3 0.668 1.755 -2.086  1.38
H3 2.816 1.667 -2.786  0.32
H4 2.399 3.021 -1.615  0.36
C4 0.252 1.204 -3.426  -2.00
H5 0.700 0.238 -3.681  0.40
H6 0.530 1.932 -4.201  0.42
H7 -0.837 1.109 -3.475  0.42
C5 -0.113 3.007 -1.770  -1.59
H8 0.045 3.311 -0.733  0.28
H9 -1.177 2.829 -1.941  0.36
H10 0.228 3.806 -2.439  0.42
Mo1 -0.786 -0.024 1.478  -0.74
C6 -1.127 1.466 3.209  -0.77
C7 0.006 0.642 3.457  -0.28
C8 1.001 0.915 2.463  -1.19
H11 0.113 -0.043 4.283  0.60
C9 0.475 1.924 1.595  0.45
C10 -0.866 2.225 2.020  -1.17
H12 -1.535 2.952 1.570  0.54
H13 -1.994 1.508 3.863  0.60
H14 1.970 0.440 2.365  0.52
H15 1.055 2.529 0.921  1.09
C11 -3.046 -0.640 2.539  -0.27
C12 -3.053 0.292 1.434  -1.02
C13 -2.780 -0.469 0.219  -0.54
H16 -3.371 1.330 1.456  0.66
C14 -2.702 -1.853 0.602  -0.21
C15 -2.890 -1.947 2.002  -0.62
H17 -2.970 -2.882 2.548  0.50
H18 -3.257 -0.409 3.587  0.48
H19 -2.835 -0.075 -0.794  0.54
H20 -2.644 -2.688 -0.090  0.55
O2 1.322 -1.493 -2.812  -0.45
C16 0.072 -1.692 -2.115  -0.80
C17 0.338 -1.849 -0.628  3.35
H21 -0.358 -2.630 -2.501  0.50
H22 -0.609 -0.873 -2.371  0.03
C18 1.836 -2.230 -0.556  -0.84
H23 -0.259 -2.676 -0.267  0.78
H24 0.170 -0.897 -0.069  -1.82
C19 2.351 -2.147 -2.012  -0.78
H25 1.963 -3.219 -0.105  0.45
H26 2.380 -1.492 0.037  0.23
H27 2.527 -3.155 -2.427  0.25
H28 3.294 -1.581 -2.116  0.43
C20 0.051 -1.848 2.373  -1.21
H29 -0.094 -2.797 1.851  0.47
H30 -0.388 -1.983 3.374  0.44
H31 1.133 -1.728 2.518  0.40